[1]
Below is a molecular structure, C17H18Cl3InN5O5, with properties calculated with ωB97M-V with the def2-TZVPD basis set.

Cartesian coordinates (Å):
O (0.037, 0.338, -0.352)
N (2.806, -2.032, 0.512)
Cl (-0.128, 1.346, 5.320)
C (0.528, 0.933, 3.782)
H (-4.668, 2.376, 0.553)
H (5.500, 1.589, -1.878)
C (-0.580, -4.185, -2.506)
H (4.954, 3.893, -1.351)
In (1.706, 0.383, 0.817)
H (5.444, 0.873, -0.259)
H (-0.538, -2.817, 0.592)
N (-1.950, -0.826, -0.425)
N (2.685, 2.119, -0.105)
C (-2.153, 1.290, 0.229)
H (-4.930, -1.489, 0.584)
C (4.839, 1.191, -1.109)
C (3.069, 4.296, -0.447)
Cl (0.217, 2.278, 2.602)
C (-1.237, 0.299, -0.143)
C (-0.282, -4.037, -1.159)
C (-4.735, 1.292, 0.505)
H (0.308, -4.781, -0.643)
H (-5.060, 0.930, 1.482)
C (-1.799, -2.114, -2.484)
H (1.229, 3.602, 0.494)
H (-0.218, -5.050, -3.045)
H (4.334, 0.315, -1.502)
N (-3.285, -0.543, -0.278)
C (-3.409, 0.721, 0.150)
C (-4.299, -1.590, -0.295)
C (2.187, 3.406, 0.052)
Cl (-0.275, -0.528, 3.114)
O (2.632, 0.587, 2.640)
O (2.616, 0.557, 4.875)
N (4.119, 3.542, -0.914)
C (-1.495, -1.983, -1.137)
H (-2.371, -1.347, -2.991)
H (3.045, 5.367, -0.517)
O (3.184, -0.977, -0.068)
H (-5.497, 1.024, -0.226)
H (-3.802, -2.555, -0.267)
H (-1.573, -3.348, -4.216)
C (-0.752, -2.934, -0.461)
C (3.870, 2.241, -0.701)
H (-4.900, -1.526, -1.200)
C (-1.343, -3.230, -3.166)
O (1.811, -1.860, 1.224)
C (2.084, 0.665, 3.811)
H (-1.924, 2.302, 0.505)

Computed properties:
- net charge = +1
- total energy (eV) = -78344.289
- HOMO-LUMO gap (eV) = 10.023
- E_HOMO (eV) = -12.30


[2]
Below is a gas-phase ion, C7H8IO2S (charge -1) at a distorted geometry, with properties calculated with ωB97M-V with the def2-TZVPD basis set.

Cartesian coordinates (Å):
H (0.772, 1.782, -1.897)
H (1.211, -0.770, 2.699)
C (-1.666, 0.110, -1.060)
C (0.807, -0.021, -0.751)
S (-1.943, 0.259, 0.893)
H (2.077, 1.607, -0.751)
O (-1.148, 1.488, 1.205)
H (1.661, -0.386, -1.324)
H (-0.290, -0.701, -2.514)
C (0.482, -0.741, 1.819)
C (-0.943, -0.878, 2.263)
H (-0.210, -1.639, -1.025)
H (0.374, 2.082, -0.114)
C (1.086, -0.343, 0.662)
C (-0.444, -0.598, -1.411)
C (1.018, 1.550, -0.865)
O (-1.583, -1.490, 3.096)
I (-3.373, -1.111, -1.811)
H (2.113, -0.199, 0.886)

Computed properties:
- net charge = -1
- total energy (eV) = -30416.409
- SMILES string = C[C@H]1C=CC([O-])=S(=O)=C(I)C1
- HOMO-LUMO gap (spin up / spin down) (eV) = 6.438 / 6.438
- E_HOMO (spin up / spin down) (eV) = -3.44 / -3.44